Computed, not measured: 7 unconnected molecules or ions with the total composition C49H108F3N6O3S in a non-equilibrium geometry, with the ωB97M-V functional and the def2-TZVPD basis.

The HOMO-LUMO gap comes out at 10.618 eV. The molar mass is 918.503 g mol⁻¹. Its total charge is +5.

Geometry (Å):
C 5.0532 -3.8032 -3.8754
C 4.2608 -2.5578 -3.3539
C 5.0185 -1.3518 -3.7796
N 4.2666 -0.0198 -3.4995
C 4.1031 0.2903 -2.0148
C 4.9497 1.1186 -4.1970
C 3.9911 2.3200 -4.4194
C 2.6691 1.6439 -4.2675
C 2.9165 0.1138 -4.2649
H 4.4342 -4.6828 -4.0519
H 5.8941 -4.1087 -3.2528
H 5.4585 -3.6573 -4.8766
H 4.3029 -2.5798 -2.2650
H 3.2153 -2.5529 -3.6621
H 5.1391 -1.3324 -4.8628
H 5.9922 -1.3604 -3.2896
H 3.7037 -0.6150 -1.5577
H 3.4730 1.1233 -1.7031
H 5.0332 0.5176 -1.4938
H 5.7645 1.4255 -3.5413
H 5.4016 0.9026 -5.1651
H 4.1775 2.9822 -3.5739
H 4.1608 2.7751 -5.3952
H 2.2494 1.8738 -3.2882
H 1.9167 2.0541 -4.9412
H 2.1485 -0.4983 -3.7920
H 3.0316 -0.2234 -5.2951
C 4.9806 -1.2676 1.4416
C 3.9341 -0.6281 2.4140
C 3.8583 0.9418 2.1690
N 2.7982 1.5970 3.0437
C 3.2065 1.7689 4.4913
C 1.3474 1.0338 3.0702
C 0.2839 2.2159 3.0146
C 1.1317 3.5143 2.9247
C 2.4849 2.9883 2.3673
H 4.5490 -1.4426 0.4561
H 5.2923 -2.2252 1.8586
H 5.8428 -0.6232 1.2698
H 4.2067 -0.8413 3.4476
H 3.0318 -1.2141 2.2389
H 3.4703 0.9851 1.1513
H 4.8432 1.3965 2.2748
H 4.1255 2.3499 4.5689
H 3.3649 0.7476 4.8376
H 2.4029 2.3224 4.9772
H 1.2748 0.3971 3.9519
H 1.2835 0.3532 2.2212
H -0.4095 2.2877 3.8526
H -0.2684 2.2004 2.0750
H 1.2492 3.9045 3.9357
H 0.7545 4.4029 2.4186
H 3.2276 3.7753 2.4981
H 2.3830 2.8995 1.2857
C -6.7480 -0.3308 6.4530
C -5.4826 -1.1063 5.8910
C -4.3845 -0.1947 5.3132
N -3.0092 -0.7971 4.9686
C -2.2567 -1.2043 6.2355
C -2.1834 0.1331 4.0448
C -2.6945 -0.1385 2.6359
C -3.4768 -1.4309 2.6188
C -3.2024 -2.0326 3.9754
H -7.5481 -1.0681 6.5180
H -7.1477 0.3716 5.7215
H -6.5464 0.2166 7.3738
H -5.8712 -1.6689 5.0421
H -5.1093 -1.8198 6.6256
H -4.0898 0.6238 5.9699
H -4.6360 0.2640 4.3569
H -1.4373 -1.8419 5.9036
H -2.8749 -1.7723 6.9307
H -1.9268 -0.2380 6.6169
H -1.1686 -0.1784 4.2921
H -2.2915 1.1581 4.3993
H -1.8966 -0.0842 1.8952
H -3.2832 0.7414 2.3764
H -3.1280 -2.0186 1.7697
H -4.5187 -1.1797 2.4198
H -2.2712 -2.5955 4.0401
H -4.0322 -2.5827 4.4191
C -3.2624 -3.6982 -4.7602
C -3.0483 -2.4183 -3.9732
C -3.7122 -1.2412 -4.7164
N -3.3064 0.2131 -4.1845
C -1.8845 0.5684 -4.6308
C -4.3342 1.2092 -4.7095
C -4.3648 2.3678 -3.7595
C -4.1876 1.8009 -2.3625
C -3.4931 0.4284 -2.6416
H -4.3099 -3.9868 -4.6738
H -2.8543 -4.6469 -4.4116
H -3.0176 -3.6477 -5.8211
H -1.9664 -2.3256 -3.8783
H -3.4377 -2.5250 -2.9607
H -4.7939 -1.3632 -4.6595
H -3.4546 -1.0941 -5.7652
H -1.2561 -0.2037 -4.1869
H -1.6671 1.5358 -4.1781
H -1.8713 0.4460 -5.7138
H -4.1810 1.4576 -5.7597
H -5.3052 0.7478 -4.8891
H -3.5432 3.0631 -3.9314
H -5.2662 2.9473 -3.9593
H -3.5440 2.4888 -1.8141
H -5.1800 1.6282 -1.9460
H -2.5374 0.2237 -2.1589
H -4.2507 -0.2617 -2.2703
C 1.8890 -8.8270 -0.3227
C 1.8979 -7.3288 0.0415
C 1.4320 -7.1307 1.5866
N 0.8088 -5.7745 1.9285
C 1.9569 -4.7268 1.9976
C 0.2085 -5.7338 3.3946
C -1.2469 -5.3564 3.2958
C -1.2751 -4.4685 2.0556
C -0.3538 -5.2567 1.0723
H 0.8932 -9.2692 -0.2941
H 2.4082 -9.4242 0.4268
H 2.2895 -8.9590 -1.3279
H 1.3735 -6.7427 -0.7132
H 2.9380 -7.0192 -0.0605
H 2.2218 -7.3598 2.3020
H 0.6786 -7.9166 1.6405
H 2.4346 -4.5721 1.0301
H 2.6659 -5.0835 2.7447
H 1.6016 -3.7617 2.3588
H 0.7117 -4.9532 3.9652
H 0.3081 -6.6942 3.9004
H -1.6973 -4.8830 4.1682
H -1.7536 -6.3194 3.2324
H -0.9551 -3.4579 2.3095
H -2.3158 -4.3412 1.7574
H -0.0324 -4.6043 0.2605
H -0.9694 -6.0684 0.6847
C -1.7467 9.0071 0.7638
C -1.6430 8.0292 -0.4787
C -0.3867 7.2588 -0.5099
N -0.1667 6.3075 -1.7872
C -0.2752 7.1777 -3.0290
C 1.2245 5.6976 -1.6163
C 0.9841 4.3106 -0.9585
C -0.2584 3.8082 -1.6785
C -1.1018 5.0758 -1.9225
H -1.4936 8.5034 1.6967
H -2.7420 9.4417 0.8557
H -1.0655 9.8576 0.7354
H -1.8594 8.6679 -1.3351
H -2.4638 7.3142 -0.4233
H -0.3931 6.5413 0.3105
H 0.4410 7.9569 -0.3843
H 0.4097 8.0221 -2.9520
H -1.2809 7.5647 -3.1933
H 0.0960 6.5944 -3.8717
H 1.7024 5.5442 -2.5839
H 1.9397 6.3151 -1.0730
H 1.8256 3.6361 -1.1161
H 0.7912 4.3401 0.1139
H 0.0193 3.2569 -2.5769
H -0.8074 3.0968 -1.0615
H -1.6021 5.0698 -2.8909
H -1.8911 5.2908 -1.2021
C 0.5248 -1.4562 -0.6307
F 0.6723 -1.7468 0.6717
F 1.6213 -1.8833 -1.2905
F -0.5524 -2.0469 -1.1298
S 0.3560 0.4340 -0.8303
O 0.4490 0.7245 -2.3013
O -1.0101 0.7299 -0.3833
O 1.4358 1.0152 -0.0397